Version one
52
Properties=species:S:1:pos:R:3:mulliken_charge:R:1 method="wB97M-V/def2-TZVPD" homo_lumo_gap_ev=9.11 smiles="C=CCCCCO.O.O.O.O.O.O.O.O.O.O.O" homo_energy_ha=-0.343
C 0.12 2.53 -1.41 -0.3264
C -0.14 1.25 -1.29 -0.3068
C -0.88 0.48 -0.25 1.2832
C -2.50 0.40 -0.56 -1.3724
C -3.04 -1.01 -0.33 -1.1179
C -2.91 -1.58 1.14 -0.4971
O -2.34 -2.89 0.82 -0.6277
H -0.15 3.26 -0.63 0.0396
H 0.91 2.97 -2.22 0.1095
H 0.47 0.52 -1.84 -0.0966
H -0.72 0.93 0.71 0.4966
H -0.58 -0.59 -0.07 -0.3870
H -2.65 0.62 -1.64 0.6155
H -2.89 1.17 -0.04 0.6502
H -2.48 -1.65 -1.08 0.4614
H -4.06 -1.15 -0.55 0.5476
H -3.89 -1.75 1.51 0.3338
H -2.36 -0.96 1.86 0.2554
H -1.53 -3.06 1.30 0.4846
O -2.60 2.97 -2.10 -0.6538
H -1.90 3.21 -2.74 0.3596
H -2.40 2.64 -1.24 0.3054
O 1.37 -1.65 3.63 -0.6902
H 0.89 -0.76 3.79 0.3227
H 2.32 -1.53 3.87 0.3056
O 3.39 0.00 0.52 -0.6956
H 2.73 0.53 0.21 0.3238
H 4.15 0.67 0.71 0.3240
O 1.47 1.21 -3.79 -0.6543
H 1.31 0.25 -3.74 0.3499
H 0.61 1.53 -3.72 0.3808
O 2.45 -2.29 0.59 -0.5330
H 2.93 -1.82 1.34 0.2655
H 2.89 -2.07 -0.18 0.2649
O -0.95 3.95 1.30 -0.6630
H -0.21 4.32 0.77 0.2887
H -1.29 4.26 2.12 0.2807
O 1.84 0.53 2.40 -0.7372
H 2.76 0.46 1.98 0.4547
H 1.35 -0.10 1.78 0.2953
O 0.41 -1.28 -3.67 -0.6611
H 0.23 -1.51 -2.76 0.4896
H 0.24 -1.95 -4.30 0.2594
O 2.05 2.99 1.59 -0.6663
H 2.04 2.17 2.18 0.4222
H 1.12 3.48 1.73 0.2948
O 0.03 -3.01 1.86 -0.6098
H 0.53 -2.71 2.66 0.3247
H 0.71 -3.48 1.37 0.2257
O -0.17 -2.38 -1.27 -0.8120
H 0.38 -3.15 -1.08 0.2204
H -1.00 -2.40 -0.74 0.0726


Version two
52
Properties=species:S:1:pos:R:3:mulliken_charge:R:1 method="wB97M-V/def2-TZVPD" homo_lumo_gap_ev=8.94 homo_energy_ha=-0.329
C -1.70 -2.96 -0.85 -1.2604
C -1.42 -2.48 0.47 1.0585
C -2.36 -1.91 1.26 -1.5229
C -0.06 -2.76 1.04 -0.8465
C 0.87 -1.57 0.90 0.9161
C 2.10 -1.56 1.42 -1.4531
H -1.46 -2.16 -1.55 0.0974
H -2.80 -3.01 -1.05 0.3737
H -1.22 -3.90 -0.98 0.4314
H -3.39 -1.77 0.90 0.3611
H -2.33 -1.52 2.14 0.5894
H -0.20 -3.23 2.03 0.3991
H 0.40 -3.71 0.52 0.3084
H 0.52 -0.62 0.49 -0.1548
H 2.53 -2.40 2.02 0.2528
H 2.66 -0.74 1.46 0.5498
H 3.13 1.55 -0.94 0.2897
H 2.18 0.35 -0.96 0.4934
O 2.68 0.87 -0.46 -0.7675
H -4.21 0.08 0.37 0.3209
H -3.05 0.52 -0.55 0.2792
O -3.94 0.09 -0.55 -0.6501
H 1.28 4.29 2.37 0.2695
H 1.71 3.07 2.93 0.2893
O 1.54 3.36 2.08 -0.6202
H 1.80 -1.93 -3.33 0.3172
H 3.18 -1.17 -3.39 0.3522
O 2.39 -1.29 -3.81 -0.7037
H 1.40 0.00 -3.12 0.4038
H 0.18 0.48 -2.20 0.2408
O 1.05 0.07 -2.20 -0.5553
H -1.66 -0.26 -3.74 0.2941
H -1.63 1.17 -2.98 0.3274
O -1.31 0.66 -3.77 -0.6595
H -0.60 2.13 -0.84 0.2662
H -0.94 0.61 -0.63 0.2320
O -1.21 1.38 -1.08 -0.4900
H 3.75 -0.44 -0.85 0.3718
H 4.57 -1.72 -1.48 0.2341
O 3.92 -1.06 -1.59 -0.5845
H -1.36 2.97 0.96 0.2802
H -2.57 3.44 0.21 0.3461
O -2.41 2.74 0.95 -0.7198
H 0.32 0.93 3.96 0.3527
H 1.29 0.64 2.85 0.3021
O 1.30 1.02 3.71 -0.6815
H 1.36 2.27 -0.65 0.3034
H 1.06 3.20 0.48 0.4513
O 0.78 2.88 -0.33 -0.7540
H -3.23 1.37 3.35 0.2907
H -2.35 1.23 2.08 0.3904
O -2.53 0.82 2.93 -0.6126


Top of the stability list: version two, leading by 0.916 eV.


Version one
13
Properties=species:S:1:pos:R:3:mulliken_charge:R:1 method="wB97M-V/def2-TZVPD" charge=+1 homo_lumo_gap_ev=11.22 homo_energy_ha=-0.545
C -1.39 -1.36 -0.04 0.7039
C 0.72 0.75 -0.43 -0.3360
C -0.28 1.16 0.34 -0.2241
N -2.12 -0.43 0.06 -0.3357
N 1.67 -0.28 0.01 -0.1781
O -0.43 -2.01 -0.08 -0.5598
F -1.12 2.07 -0.09 -0.2137
H 0.82 1.09 -1.45 0.3250
H -0.44 0.90 1.38 0.4397
H -3.10 -0.25 0.00 0.2430
H 2.46 -0.34 -0.66 0.3829
H 1.18 -1.21 0.02 0.3539
H 2.04 -0.09 0.94 0.3991


Version two
13
Properties=species:S:1:pos:R:3:mulliken_charge:R:1 method="wB97M-V/def2-TZVPD" charge=+1 homo_lumo_gap_ev="8.33 / 6.16" homo_energy_ha="-0.541 / -0.499"
C 0.87 1.19 -0.82 -0.3345
C -0.74 0.05 0.50 -0.4088
C 0.03 -1.26 -0.02 -0.0247
N -0.22 -1.41 -1.41 0.0829
N 0.04 1.23 0.17 0.0151
O 0.70 -1.77 -2.16 -0.1545
F 1.37 -1.23 0.28 -0.2987
H 1.33 2.11 -0.99 0.3223
H -1.64 -0.24 -0.09 0.2854
H -0.98 0.09 1.60 0.4121
H -0.34 -2.03 0.61 0.4265
H -0.10 1.96 0.81 0.2624
H 1.68 -1.92 -1.77 0.4145


Top of the stability list: version one, leading by 5.655 eV.


Version one
15
Properties=species:S:1:pos:R:3:mulliken_charge:R:1 method="wB97M-V/def2-TZVPD" homo_lumo_gap_ev=9.69 smiles=C[C@@H]1OC[C@@H]2S[C@@H]12 homo_energy_ha=-0.333
C 1.32 1.25 -0.98 -1.2196
C 0.43 0.03 -0.61 0.2846
O -1.00 0.28 -0.59 -0.4067
C -1.70 -0.34 0.47 -0.2631
C -0.65 -1.41 0.82 -0.0407
S 0.81 -1.92 1.85 -0.1271
C 0.42 -0.36 0.87 -0.1898
H 1.12 1.96 -0.12 0.2674
H 2.35 1.05 -1.12 0.3258
H 0.98 2.01 -1.87 0.2867
H 0.59 -0.89 -1.19 0.2517
H -2.69 -0.71 -0.03 0.2364
H -2.09 0.31 1.29 0.2037
H -0.17 -1.92 -0.16 0.1387
H 0.27 0.66 1.37 0.2519


Version two
15
Properties=species:S:1:pos:R:3:mulliken_charge:R:1 method="wB97M-V/def2-TZVPD" homo_lumo_gap_ev=8.52 smiles="CC1=CS[C@H](C)O1" homo_energy_ha=-0.281
C -2.08 -1.13 -0.21 -1.1349
C -0.64 -0.79 -0.08 0.4801
C 0.25 -1.41 0.70 -0.3749
S 1.99 -0.96 0.31 -0.1659
C 1.40 0.53 -0.51 0.0826
C 1.23 1.94 0.19 -1.0455
O -0.19 0.16 -0.85 -0.5070
H -2.34 -1.66 0.74 0.3071
H -2.34 -1.58 -1.09 0.3045
H -2.64 -0.22 -0.08 0.3279
H -0.02 -2.22 1.33 0.4016
H 1.88 0.71 -1.45 0.3601
H 2.11 2.42 0.10 0.4304
H 0.96 1.69 1.24 0.2716
H 0.44 2.52 -0.34 0.2621


Top of the stability list: version two, leading by 3.223 eV.


Version one
15
Properties=species:S:1:pos:R:3:mulliken_charge:R:1 method="wB97M-V/def2-TZVPD" homo_lumo_gap_ev="7.16 / 7.16" homo_energy_ha="-0.293 / -0.293"
C -1.62 0.57 -0.37 0.7973
C -0.49 0.35 -0.67 -0.9661
C -2.97 0.89 -0.09 -1.1245
C 1.62 -1.17 0.57 -0.9643
C 2.07 -0.14 -0.38 0.5872
O 2.48 -0.46 -1.59 -0.3832
S 2.49 1.47 0.23 -0.1859
H -3.45 1.52 -0.92 0.2370
H -3.62 -0.08 0.08 0.2186
H -3.01 1.43 0.86 0.2568
H 2.43 -1.76 1.06 0.3193
H 0.81 -0.83 1.15 0.3481
H 1.20 -2.10 -0.09 0.2782
H 2.57 0.27 -2.19 0.3725
H 1.34 1.61 1.14 0.2090


Version two
15
Properties=species:S:1:pos:R:3:mulliken_charge:R:1 method="wB97M-V/def2-TZVPD" homo_lumo_gap_ev=9.25 homo_energy_ha=-0.314
C -1.86 1.30 0.48 -0.9021
C -1.67 0.25 -0.34 0.5474
O -1.49 0.28 -1.70 -0.4911
S -1.43 -1.36 0.36 -0.1634
C 0.05 -1.78 -0.52 -0.4099
C 1.05 -0.97 -0.31 0.0015
C 1.10 0.02 0.84 -0.7304
H -2.08 1.22 1.56 0.2878
H -2.04 2.38 0.20 0.2303
H -1.69 1.22 -1.98 0.3131
H -0.12 -2.36 -1.43 0.3725
H 2.12 -1.19 -0.69 0.2589
H 0.24 0.52 0.98 0.1329
H 1.90 0.80 0.69 0.2861
H 1.27 -0.50 1.77 0.2664


Version three
15
Properties=species:S:1:pos:R:3:mulliken_charge:R:1 method="wB97M-V/def2-TZVPD" homo_lumo_gap_ev=9.65 smiles=S[C@H]1[C@H]2COC[C@@H]12 homo_energy_ha=-0.322
S 2.39 -0.54 -0.05 -0.2708
C 1.14 0.78 0.08 -0.0946
C -0.17 0.88 -0.66 -0.1897
C -0.74 -0.40 -1.18 -0.6572
O -0.61 -1.30 -0.12 -0.4389
C -0.68 -0.67 1.13 -0.5732
C -0.11 0.70 0.84 -0.1693
H 1.59 -1.58 -0.27 0.1336
H 1.66 1.73 0.08 0.3379
H -0.38 1.85 -1.10 0.3782
H -1.75 -0.36 -1.49 0.3803
H -0.22 -0.74 -2.12 0.2262
H -0.05 -1.28 1.78 0.2810
H -1.67 -0.58 1.60 0.3099
H -0.40 1.53 1.48 0.3466


Top of the stability list: version three, leading by 1.013 eV.


Version one
15
Properties=species:S:1:pos:R:3:mulliken_charge:R:1 method="wB97M-V/def2-TZVPD" homo_lumo_gap_ev=9.45 smiles="C=C1N=CNN[C@H]1C#N" homo_energy_ha=-0.322
C -2.20 -0.79 -0.30 -0.9587
C -0.95 -0.39 -0.32 0.3229
N -0.07 -0.78 -1.36 -0.5530
C 1.19 -0.61 -1.22 -0.0027
N 1.79 -0.09 -0.09 -0.2848
N 1.00 -0.15 1.09 -0.4074
C -0.30 0.46 0.78 0.1522
C -0.19 1.89 0.36 0.3180
N 0.05 3.03 0.19 -0.4871
H -2.46 -1.52 -1.08 0.3043
H -2.91 -0.55 0.46 0.2982
H 1.82 -0.83 -2.12 0.3561
H 2.66 -0.55 0.14 0.2746
H 1.45 0.46 1.76 0.3334
H -0.88 0.44 1.71 0.3339


Version two
15
Properties=species:S:1:pos:R:3:mulliken_charge:R:1 method="wB97M-V/def2-TZVPD" homo_lumo_gap_ev=9.42 smiles="C1=NC2=NN3C[C@H]3[C@H]2N1" homo_energy_ha=-0.329
C -2.05 0.00 0.54 -0.1517
N -1.61 1.14 -0.08 -0.5289
C -0.26 0.76 -0.45 0.4277
N 0.72 1.46 0.04 -0.5246
N 1.82 0.47 -0.32 -0.3615
C 1.70 -0.39 0.94 -0.4878
C 1.15 -0.97 -0.26 -0.2264
C -0.16 -0.69 -0.68 0.2721
N -1.26 -1.17 0.14 -0.3906
H -3.03 -0.18 0.90 0.3897
H 2.62 -0.55 1.11 0.3875
H 1.01 -0.13 1.83 0.2014
H 1.58 -1.82 -0.80 0.3400
H -0.37 -0.87 -1.83 0.3278
H -1.82 -2.12 -0.18 0.3252


Top of the stability list: version one, leading by 3.210 eV.


Version one
6
Properties=species:S:1:pos:R:3:mulliken_charge:R:1 method="wB97M-V/def2-TZVPD" homo_lumo_gap_ev=9.31 smiles=NSO homo_energy_ha=-0.315
N -0.44 -0.37 -0.68 -0.5390
S 0.84 0.67 -0.23 0.1154
O 0.44 1.15 1.26 -0.4407
H -0.12 -1.51 -0.68 0.2639
H -1.04 -0.29 -1.53 0.2608
H 0.33 0.34 1.86 0.3396


Version two
6
Properties=species:S:1:pos:R:3:mulliken_charge:R:1 method="wB97M-V/def2-TZVPD" homo_lumo_gap_ev=9.47 smiles=NSO homo_energy_ha=-0.319
N -0.03 -0.86 0.33 -0.4852
S -0.02 0.76 0.72 0.1118
O -0.36 1.63 -0.68 -0.4526
H -0.76 -1.48 0.49 0.2387
H 0.92 -1.46 0.50 0.2699
H 0.25 1.41 -1.36 0.3175


Version three
6
Properties=species:S:1:pos:R:3:mulliken_charge:R:1 method="wB97M-V/def2-TZVPD" homo_lumo_gap_ev="7.78 / 7.78" smiles="O=S.N" homo_energy_ha="-0.344 / -0.344"
O -2.32 0.59 0.47 -0.2615
S -2.78 -0.71 0.05 0.2542
N 1.50 -0.13 -0.20 -0.6827
H 0.66 -0.64 -0.42 0.2208
H 1.66 0.13 0.76 0.2348
H 1.28 0.75 -0.66 0.2345


Top of the stability list: version two, leading by 0.270 eV.


Version one
21
Properties=species:S:1:pos:R:3:mulliken_charge:R:1 method="wB97M-V/def2-TZVPD" homo_lumo_gap_ev=9.25 smiles="CC[C@]1(C)C=CS[C@H]1C#N" homo_energy_ha=-0.314
C -1.54 -1.72 0.15 -1.1701
C -0.06 -1.43 0.22 -0.8943
C 0.32 0.09 -0.25 1.4266
C -0.60 0.40 -1.46 -2.1128
C 1.78 0.27 -0.46 -0.9569
C 2.48 0.85 0.53 -0.4790
S 1.54 1.29 1.97 -0.1602
C -0.04 0.97 1.06 -0.2984
C -0.66 2.28 0.81 0.2645
N -1.23 3.22 0.52 -0.4676
H -1.87 -1.60 1.15 0.3938
H -1.60 -2.78 -0.17 0.3049
H -2.11 -1.12 -0.51 0.4034
H 0.61 -1.90 -0.54 0.4649
H 0.38 -1.83 1.19 0.3580
H -1.34 0.98 -1.14 0.5423
H -0.85 -0.51 -1.99 0.4272
H -0.10 1.09 -2.14 0.5189
H 2.03 -0.12 -1.38 0.5110
H 3.46 1.12 0.73 0.4823
H -0.58 0.45 1.72 0.4413


Version two
21
Properties=species:S:1:pos:R:3:mulliken_charge:R:1 method="wB97M-V/def2-TZVPD" homo_lumo_gap_ev="8.00 / 6.56" homo_energy_ha="-0.310 / -0.288"
C 2.23 2.95 1.57 -0.1199
C 1.14 1.33 0.59 0.1817
C 0.14 2.29 0.57 -0.6187
C 0.76 -0.11 0.16 0.8285
C -0.49 0.14 -0.59 0.8545
C 1.00 -1.12 1.29 -1.3890
C -1.84 -0.26 0.04 -1.3336
C -0.45 0.40 -2.03 -1.3485
N 2.30 1.73 1.23 -0.5956
S 0.76 3.76 1.17 -0.1210
H 3.07 3.54 1.98 0.3903
H 1.43 -0.45 -0.70 0.1652
H 0.30 -0.97 2.16 0.3366
H 2.01 -0.80 1.74 0.3879
H 1.13 -2.19 0.83 0.3091
H -1.91 -1.44 0.17 0.2706
H -2.62 0.17 -0.66 0.4235
H -2.04 0.15 1.05 0.3107
H -0.28 1.47 -2.33 0.3122
H -1.40 0.27 -2.60 0.4187
H 0.18 -0.37 -2.50 0.3369


Version three
21
Properties=species:S:1:pos:R:3:mulliken_charge:R:1 method="wB97M-V/def2-TZVPD" homo_lumo_gap_ev=8.49 homo_energy_ha=-0.304
S 0.75 -2.13 0.87 -0.0954
N -0.13 -1.45 2.09 -0.3903
C -1.40 -1.35 2.02 -0.1940
C -2.39 -1.54 0.88 -0.4045
C -2.16 -1.11 -0.37 -0.3050
C -1.09 -0.30 -0.92 -0.4086
C -0.31 0.73 -0.41 -0.3162
C 0.75 1.26 -1.21 0.0489
C 1.53 2.45 -0.72 -0.6766
C 2.21 1.16 -0.73 -0.4593
H 1.73 -2.62 1.79 0.1608
H -1.89 -1.01 2.95 0.3530
H -3.14 -2.33 1.08 0.3190
H -2.77 -1.56 -1.07 0.3211
H -0.77 -0.37 -1.96 0.2277
H -0.37 1.19 0.51 0.4444
H 0.79 1.17 -2.28 0.4177
H 1.27 2.95 0.16 0.2940
H 2.00 3.18 -1.48 0.2075
H 2.94 0.90 -1.48 0.2563
H 2.43 0.77 0.26 0.1996


Top of the stability list: version one, leading by 1.710 eV.


Version one
11
Properties=species:S:1:pos:R:3:mulliken_charge:R:1 method="wB97M-V/def2-TZVPD" homo_lumo_gap_ev=9.69 homo_energy_ha=-0.332
C -0.99 0.33 1.27 -0.7422
N 0.20 -0.54 1.18 -0.4553
C 0.63 -0.88 0.06 0.1091
N 0.36 -0.41 -1.24 -0.3099
S 0.17 1.14 -1.61 -0.1748
H -0.55 1.36 1.34 0.3138
H -1.72 0.23 0.43 0.2629
H -1.51 0.02 2.21 0.2548
H 1.21 -1.77 -0.04 0.3278
H 0.75 -1.04 -1.96 0.2925
H 1.46 1.57 -1.66 0.1213


Version two
11
Properties=species:S:1:pos:R:3:mulliken_charge:R:1 method="wB97M-V/def2-TZVPD" homo_lumo_gap_ev=8.60 homo_energy_ha=-0.301
C -0.91 -1.32 1.19 -0.7262
C 0.15 0.49 -0.63 0.0569
H -1.46 -2.59 0.86 0.2588
H 0.35 -1.41 1.50 0.2634
H -1.82 -0.54 2.14 0.2475
H 0.46 0.94 -1.71 0.1713
H 2.40 1.36 -0.86 0.2283
H 2.91 0.67 0.78 0.2604
N 0.93 0.87 0.34 -0.2844
N 2.29 1.25 0.09 -0.4358
S -1.30 -0.52 -0.57 -0.0403


Top of the stability list: version one, leading by 4.583 eV.